{
  "formula": "C25H35MgN3",
  "method": "ωB97M-V/def2-TZVPD",
  "species": ["Mg", "N", "N", "N", "C", "C", "C", "C", "C", "C", "C", "C", "C", "C", "C", "C", "C", "C", "C", "C", "C", "C", "C", "C", "C", "C", "C", "C", "C", "H", "H", "H", "H", "H", "H", "H", "H", "H", "H", "H", "H", "H", "H", "H", "H", "H", "H", "H", "H", "H", "H", "H", "H", "H", "H", "H", "H", "H", "H", "H", "H", "H", "H", "H"],
  "positions_angstrom": [[-1.19468, 0.71140, 0.25849], [-0.85432, -0.44293, 2.14418], [0.37260, -1.58907, -0.36111], [0.47285, 1.10268, -1.07179], [0.02868, 0.25301, 2.93435], [2.57242, -1.97460, -1.31906], [0.81034, 1.08880, 6.62537], [0.81192, 1.14010, 5.12058], [-2.66786, 1.05541, -1.47021], [-1.42559, 2.69304, 1.21526], [2.54682, 0.79268, -2.25785], [-3.53708, 0.70076, -0.26249], [1.44269, -1.13817, -1.07460], [1.52977, -3.71391, -0.05670], [-1.74601, -1.49519, 2.72790], [0.43693, -2.84397, 0.12671], [2.74004, 2.16866, -2.33806], [1.57698, 2.11323, 4.47538], [0.05030, 0.24628, 4.36946], [0.55924, 2.43045, -1.34609], [2.36943, 3.26677, 2.41033], [-0.92100, -2.51321, 3.55153], [1.47028, 0.27696, -1.50893], [-2.83399, -0.87692, 3.61604], [2.62471, -3.26547, -0.79724], [1.62489, 2.14437, 3.07407], [0.97625, 1.15280, 2.33175], [1.72105, 3.00377, -1.86885], [-2.48012, -2.28590, 1.62009], [-3.68782, -1.56423, 3.68446], [-3.46282, -0.36311, -0.00652], [0.37493, 0.14923, 6.97978], [-3.33775, 1.20260, -2.32467], [2.36838, 3.16632, 1.31828], [-2.13168, -3.32684, 1.63923], [0.05113, -2.66941, 3.07354], [1.50433, -4.70830, 0.39075], [-2.48786, -0.69073, 4.63711], [-0.75619, -2.18502, 4.57984], [-0.43776, 3.07266, 1.52857], [3.67135, 2.56641, -2.74200], [3.42615, -1.57581, -1.86460], [-2.02251, 2.50720, 2.13053], [1.83024, 1.16995, 7.02866], [-1.89655, 3.51604, 0.63671], [-0.30987, 3.04297, -1.08811], [0.22004, 1.90971, 7.05847], [-4.58065, 0.88529, -0.53727], [2.10604, 2.88172, 5.05172], [3.40800, 3.30301, 2.76726], [-0.59112, -0.42240, 4.94153], [-2.35490, -1.92230, 0.59210], [-1.97832, 0.24295, -1.76371], [1.82200, 4.08710, -1.87260], [-3.55734, -2.34275, 1.81576], [-0.40472, -3.22626, 0.70929], [3.50500, -3.89384, -0.94794], [1.09117, 1.12324, 1.23439], [3.24910, 0.10940, -2.72817], [-3.18086, 0.06300, 3.16800], [-1.44840, -3.47348, 3.60954], [-2.13380, 2.01424, -1.38156], [1.92219, 4.23909, 2.67159], [-3.34161, 1.35801, 0.59552]],
  "homo_ev": -5.674,
  "max_force_ev_per_a": 2.934,
  "de_lowest_kj_mol": 0.0,
  "lumo_ev": -0.69,
  "gap_ev": 5.0,
  "energy_ev": -36407.0763
}